No. 1
2 unconnected molecules or ions with the total composition C3H10NSi. Source: OMol25; level of theory: the ωB97M-V functional and the def2-TZVPD basis.

Calculated values
2S+1: 1
Total charge: +1

Positions of all 15 atoms, in Å:
1 C 0.63 1.25 -0.11
2 C 1.01 -0.01 -0.43
3 C 0.61 -0.82 -1.47
4 N 1.14 -2.22 -1.60
5 Si -2.35 1.77 2.38
6 H -0.20 1.72 -0.54
7 H 1.16 1.68 0.61
8 H 1.63 -0.58 0.32
9 H -0.22 -0.50 -2.06
10 H 0.73 -2.68 -2.39
11 H 1.02 -2.79 -0.68
12 H 2.13 -2.11 -1.62
13 H -1.94 0.71 1.52
14 H -3.21 3.09 2.11
15 H -2.13 1.49 3.96

Atom charges from the Löwdin analysis, given in e for atoms 1 to 4: atom 1 (C): 0.08, atom 2 (C): -0.18, atom 3 (C): -0.06, atom 4 (N): 0.20

=====

No. 2
2 unconnected molecules or ions with the total composition C4H11NO. Source: OMol25; level of theory: the ωB97M-V functional and the def2-TZVPD basis.

Calculated values
SMILES: C1CCNC1.O
2S+1: 1
Total charge: 0

Positions of all 17 atoms, in Å:
1 C 2.05 -0.82 -0.28
2 C 2.36 0.54 0.44
3 C 1.64 1.61 -0.47
4 N 1.00 0.85 -1.51
5 C 0.79 -0.51 -1.04
6 H 2.83 -1.03 -1.04
7 H 1.95 -1.72 0.35
8 H 3.41 0.53 0.13
9 H 2.13 0.67 1.49
10 H 2.01 2.67 -0.41
11 H 0.80 1.70 0.24
12 H 0.65 1.34 -2.31
13 H 0.54 -1.16 -1.94
14 H -0.08 -0.43 -0.34
15 O -6.12 -1.35 2.28
16 H -6.70 -0.61 2.48
17 H -6.73 -1.95 1.82

Atom charges from the Löwdin analysis, given in e for atoms 1 to 4: atom 1 (C): -0.20, atom 2 (C): -0.16, atom 3 (C): -0.23, atom 4 (N): -0.12

=====

ΔE to the lowest compared entry with this formula, charge and spin, respectively: 4.482, 2.528 eV.
Molecular weight, respectively: 88.21, 89.14 Da.